(1)
A molecular structure, C41H40MnN5P2Se3Si in a non-equilibrium geometry, computed with wB97M-V/def2-TZVPD.

Computed properties:
<S²>: 8.756
Gap between HOMO and LUMO (alpha / beta): 0.2439 / 0.2470 hartree
Multiplicity: 6
HOMO level (alpha / beta): -0.1636 / -0.1667 Ha
Total charge: -1

Each line ends with the Mulliken spin population.
Cartesian coordinates (Å):
Mn (12.08790, 10.27664, 12.44918)  4.83
Se (19.68429, 11.31366, 13.07124)  0.00
P (17.81130, 12.12940, 12.32901)  0.00
C (17.82438, 12.01166, 10.47109)  0.00
C (16.89756, 11.17166, 9.85512)  0.00
C (16.95284, 10.84875, 8.50630)  0.00
C (17.98100, 11.35488, 7.72060)  0.00
C (18.94291, 12.21304, 8.27478)  0.00
C (18.89547, 12.45846, 9.63999)  0.00
C (17.74502, 13.81170, 13.06006)  0.00
C (18.20273, 14.91804, 12.35450)  0.00
C (18.31098, 16.11612, 12.98070)  0.00
C (17.90537, 16.28067, 14.30510)  0.00
C (17.43603, 15.14633, 14.96592)  0.00
C (17.29616, 13.89054, 14.39020)  0.00
C (16.25917, 11.39049, 12.71889)  0.00
C (14.93159, 11.77360, 12.64583)  -0.02
N (14.17456, 10.66391, 12.90729)  -0.15
N (15.03732, 9.67820, 13.14566)  0.03
N (16.25877, 10.07382, 13.03319)  0.01
P (13.95061, 13.22897, 12.57800)  0.09
Se (12.35466, 12.97263, 11.18622)  0.05
C (13.30154, 13.56229, 14.26247)  -0.01
C (12.15602, 14.44295, 14.50332)  0.00
C (11.64845, 14.49274, 15.76608)  0.00
C (12.13841, 13.66415, 16.77110)  0.00
C (13.14999, 12.79648, 16.53322)  0.00
C (13.78852, 12.78604, 15.29946)  0.00
C (14.87316, 14.69230, 11.90224)  0.00
C (15.45777, 14.70858, 10.64023)  0.00
C (16.07624, 15.84726, 10.17426)  0.00
C (15.97764, 17.08517, 10.83639)  0.00
C (15.28220, 17.09275, 12.01648)  0.00
C (14.79977, 15.90131, 12.61626)  0.00
H (15.99270, 10.82495, 10.41388)  -0.01
H (16.34316, 10.12769, 8.03164)  0.00
H (18.05254, 11.07183, 6.66668)  0.00
H (19.77480, 12.56804, 7.74673)  0.00
H (19.69824, 13.11962, 10.10976)  0.00
H (18.55531, 14.76517, 11.35220)  0.00
H (18.68756, 16.98036, 12.36906)  0.00
H (18.04100, 17.21862, 14.84069)  0.00
H (17.16682, 15.24916, 16.01057)  0.00
H (16.92506, 13.12349, 15.05086)  0.00
H (11.67549, 14.94844, 13.64684)  0.00
H (10.74109, 15.09930, 15.87678)  0.00
H (11.71116, 13.75016, 17.71307)  0.00
H (13.48877, 12.21125, 17.36836)  0.00
H (14.68473, 12.17477, 15.09086)  0.00
H (15.38571, 13.82100, 9.99960)  0.00
H (16.69802, 15.76753, 9.27341)  0.00
H (16.46748, 17.98488, 10.47847)  0.00
H (15.21243, 17.99320, 12.66383)  0.00
H (14.32543, 15.93500, 13.61345)  0.00
C (8.70363, 11.85574, 11.75675)  0.01
C (9.19854, 10.63438, 10.91116)  0.01
C (8.35483, 10.00347, 9.99973)  0.00
C (8.90778, 9.10802, 9.15196)  0.00
C (10.19994, 8.67561, 9.30485)  0.01
C (10.96262, 9.14884, 10.39132)  0.01
N (10.44888, 10.23903, 11.12234)  -0.04
N (12.13862, 8.73989, 10.87737)  0.03
Si (13.24765, 7.53765, 10.40232)  0.02
C (13.80778, 6.60491, 11.92726)  0.00
C (12.47706, 6.15738, 9.36624)  0.00
C (14.67560, 8.40509, 9.49497)  0.01
H (7.61610, 12.05004, 11.61845)  0.00
H (9.16541, 12.78466, 11.35732)  0.00
H (8.96855, 11.83641, 12.83014)  0.00
H (7.30795, 10.27921, 9.92334)  0.00
H (8.36840, 8.61663, 8.33474)  0.00
H (10.65423, 8.00018, 8.61115)  0.00
H (14.28814, 7.29725, 12.61399)  0.00
H (14.46481, 5.68877, 11.65216)  0.00
H (12.87215, 6.29576, 12.42646)  0.00
H (11.54671, 5.95034, 9.96158)  0.00
H (13.10576, 5.24006, 9.45440)  0.00
H (12.13585, 6.25234, 8.30957)  0.00
H (14.94486, 9.26219, 10.11456)  0.00
H (14.36169, 8.74312, 8.48778)  0.00
H (15.60578, 7.83026, 9.39892)  0.00
Se (10.56177, 9.17190, 14.31866)  0.05
C (11.76362, 9.60132, 15.73185)  0.03
C (11.24012, 10.05449, 16.93334)  0.01
C (12.03925, 10.08384, 18.11441)  0.00
C (13.37565, 9.72144, 18.06857)  0.01
C (13.93737, 9.45496, 16.80074)  0.00
C (13.13553, 9.32203, 15.69020)  0.02
H (10.21035, 10.42495, 16.89779)  0.00
H (11.49027, 10.38283, 19.02872)  0.00
H (13.93624, 9.77743, 18.96387)  0.00
H (14.98480, 9.15317, 16.71761)  0.00
H (13.54282, 9.02803, 14.73151)  -0.02

(2)
C3H6N2S2 in the gas phase in a non-equilibrium geometry, computed with wB97M-V/def2-TZVPD.

Computed properties:
Gap between HOMO and LUMO: 0.3054 hartree
Multiplicity: 1
HOMO level: -0.3127 Ha
Energy above the lowest of the compared OMol25 structures with the same formula, charge and spin: 3.345 eV
SMILES: CC(=S)S/C=N/N
Total charge: 0

Each line ends with the natural charge from an NBO analysis.
Cartesian coordinates (Å):
C (0.17981, 0.35585, 1.86033)  -0.71
C (-0.66692, 0.91563, 0.72444)  -0.18
S (-2.22096, 1.64252, 0.82707)  -0.01
S (-0.04600, 0.41356, -0.98729)  0.32
C (1.33386, -0.51972, -0.91895)  -0.30
N (1.13923, -1.84169, -0.84594)  -0.16
N (2.14152, -2.71035, -0.89502)  -0.57
H (-0.12876, 0.77793, 2.76979)  0.24
H (1.32474, 0.36694, 1.87518)  0.23
H (-0.10387, -0.68541, 1.68530)  0.26
H (2.30603, -0.18885, -0.59750)  0.17
H (2.99545, -2.22196, -0.37613)  0.34
H (1.83185, -3.59216, -0.60123)  0.38

(3)
2 unconnected molecules or ions with the total composition C6H10O, computed with wB97M-V/def2-TZVPD.

Computed properties:
Gap between HOMO and LUMO: 0.3329 hartree
Multiplicity: 1
HOMO level: -0.2984 Ha
Energy above the lowest of the compared OMol25 structures with the same formula, charge and spin: 3.677 eV
SMILES: C[C@H]1OC=C2C[C@H]21.[H][H]
Total charge: 0

Each line ends with the natural charge from an NBO analysis.
Cartesian coordinates (Å):
C (-2.03967, -0.36172, 0.23193)  -0.63
C (-0.78082, -0.08876, -0.57206)  0.09
O (-0.42773, 1.34196, -0.45395)  -0.49
C (0.62977, 1.39297, 0.38230)  0.21
C (1.31254, 0.23840, 0.50922)  -0.21
C (1.01109, -0.98998, 1.27767)  -0.38
C (0.48575, -0.81843, -0.14401)  -0.29
H (-2.84374, 0.32886, -0.04281)  0.22
H (-1.84746, -0.26095, 1.30652)  0.21
H (-2.36935, -1.38914, 0.03685)  0.22
H (-0.96437, -0.25380, -1.63840)  0.20
H (0.81681, 2.36734, 0.82342)  0.20
H (0.33890, -0.88530, 2.12745)  0.21
H (1.76785, -1.76328, 1.41036)  0.22
H (0.95434, -1.46124, -0.88853)  0.22
H (1.82695, 1.45717, -2.48756)  -0.01
H (2.12916, 1.14588, -1.87840)  0.01